The following is a DFT calculation (the ωB97M-V functional and the def2-TZVPD basis) of C4H12N2 as an isolated structure.

```
18
Properties=species:S:1:pos:R:3:forces:R:3
C -1.595 -0.516 0.697 0.6 0.6 -0.2
C -0.998 1.482 -0.084 -0.8 -0.1 0.4
N -1.392 -1.470 -0.202 0.4 -0.1 -0.4
H -0.385 -1.405 -0.600 -0.6 -0.2 0.2
H -2.112 -1.581 -0.905 0.1 0.0 0.1
H -2.613 -0.232 0.939 0.1 0.1 -0.1
H -0.855 -0.430 1.480 -0.1 0.0 0.0
H -1.544 1.840 0.791 -0.1 -0.1 0.0
H -0.134 2.156 -0.112 0.1 -0.1 -0.2
H -1.644 1.635 -0.951 0.1 0.1 -0.1
N 0.815 -0.350 -1.057 -0.8 0.9 0.3
C 2.019 -0.288 -0.379 0.2 0.1 0.2
C 2.175 -0.301 0.954 -0.1 0.0 -0.2
H -0.075 0.512 -0.550 1.0 -1.3 -0.3
H 0.929 -0.208 -2.053 0.0 0.0 0.1
H 2.913 -0.215 -0.998 0.0 -0.1 0.0
H 3.160 -0.254 1.393 0.0 0.0 0.0
H 1.337 -0.374 1.637 0.0 0.0 0.0
```
Positions in Å, forces in eV/Å.

Its energy above the lowest of the compared OMol25 structures with the same formula, charge and spin is 428.7 kJ/mol. The molar mass is 88.2 g mol⁻¹. As for the gap between HOMO and LUMO: 8.211 eV. The LUMO energy comes out at 0.0305 hartree.

These are the natural (NBO) partial charges, in e, on atoms 1 to 4:
1 C 0.03
2 C -0.99
3 N -0.78
4 H 0.44

The following is a DFT calculation (the ωB97M-V functional and the def2-TZVPD basis) of a 2-piece molecular cluster, C6H5N3O4 overall.

```
18
Properties=species:S:1:pos:R:3:forces:R:3
C -1.022 -2.897 0.551 -1.5 -2.2 0.2
C -0.403 -1.828 0.920 -0.1 0.9 0.0
C 0.630 -1.206 1.465 3.0 1.3 -0.2
C -2.618 0.677 -2.302 -1.4 0.3 -1.3
C 1.755 1.381 -0.305 1.8 -2.4 0.5
C 1.609 0.972 1.237 -0.3 -3.0 -2.3
N -1.690 -3.849 0.339 0.1 -0.2 -0.5
N -2.214 0.069 -1.097 1.8 -1.4 0.2
N -2.373 -0.166 0.010 -0.8 -0.2 1.2
O -2.514 1.904 -2.168 0.0 0.7 -0.9
O 1.788 -1.594 1.792 -0.9 -0.7 0.2
O -2.964 -0.095 -3.227 0.4 0.8 0.7
O 0.442 0.180 1.508 -0.4 1.2 -0.1
H 2.858 1.568 -0.439 -0.7 -0.4 0.0
H 1.479 0.519 -1.027 0.2 1.4 1.4
H 1.337 2.299 -0.625 -1.2 0.8 0.0
H 1.479 1.807 1.828 0.2 1.9 1.3
H 2.420 0.259 1.541 -0.1 1.3 -0.2
```
Positions in Å, forces in eV/Å.

Its energy above the lowest of the compared OMol25 structures with the same formula, charge and spin is 245.6 kJ/mol. The molar mass is 183.1 g mol⁻¹. As for the gap between HOMO and LUMO (alpha / beta): 5.430 / 6.861 eV. The LUMO energy (alpha / beta) comes out at 0.2214 / 0.2215 hartree. Its net charge is -2.

These are the natural (NBO) partial charges, in e, on atoms 1 to 4:
1 C 0.22
2 C -0.29
3 C 0.62
4 C 0.80

The following is a DFT calculation (the ωB97M-V functional and the def2-TZVPD basis) of one molecule with the formula C4H5NO.

```
11
Properties=species:S:1:pos:R:3:forces:R:3
C -0.128 -0.100 -0.127 -3.9 0.8 -0.5
C 2.315 0.007 0.332 -0.4 -2.0 -1.3
C 1.234 0.030 -0.525 2.4 1.8 1.5
C -2.193 -0.019 0.145 0.0 -0.5 -2.5
N -1.007 -0.699 0.509 1.4 -1.0 0.8
O -1.690 0.905 -0.808 2.5 -0.9 0.3
H 3.375 0.015 -0.029 -1.2 0.7 -0.2
H 2.311 -0.469 1.309 -0.7 0.4 0.2
H 1.402 0.553 -1.458 -0.3 -0.5 -0.4
H -2.982 -0.706 -0.286 0.9 0.4 0.3
H -2.637 0.483 0.939 -0.7 0.8 1.9
```
Positions in Å, forces in eV/Å.

Its energy above the lowest of the compared OMol25 structures with the same formula, charge and spin is 452.8 kJ/mol. The molar mass is 83.1 g mol⁻¹. As for the gap between HOMO and LUMO (alpha / beta): 8.505 / 8.505 eV. The LUMO energy (alpha / beta) comes out at -0.0286 / -0.0286 hartree.

These are the natural (NBO) partial charges, in e, on atoms 1 to 4:
1 C 0.58
2 C -0.26
3 C -0.34
4 C 0.07

The following is a DFT calculation (the ωB97M-V functional and the def2-TZVPD basis) of C31H52N2O3P2Ti as an isolated structure.

```
91
Properties=species:S:1:pos:R:3:forces:R:3
Ti -0.091 -0.615 1.339 0.0 1.2 3.0
C -0.901 -2.673 2.091 1.4 -0.3 0.5
C 0.420 -2.936 1.549 -0.5 1.0 0.8
C 0.675 -1.604 3.440 -0.3 -1.2 -0.9
C -0.733 -1.896 3.287 0.9 -0.9 -0.8
C 1.376 -2.178 2.328 -1.3 -0.8 0.3
C -2.161 -3.391 1.750 -0.4 0.0 -0.3
H -2.147 -3.788 0.732 0.0 0.0 0.2
H -3.025 -2.721 1.846 0.1 -0.2 0.0
H -2.325 -4.241 2.431 0.1 0.3 -0.1
C -1.805 -1.784 4.297 -0.6 0.9 0.3
H -2.790 -1.751 3.816 0.2 -0.1 0.2
H -1.685 -0.874 4.899 -0.1 -0.5 -0.1
H -1.803 -2.645 4.985 0.2 0.1 -0.3
C 1.383 -1.159 4.656 0.1 1.1 0.5
H 1.669 -2.019 5.282 -0.1 0.1 -0.4
H 0.759 -0.491 5.260 0.3 -0.4 -0.1
H 2.307 -0.625 4.395 -0.2 -0.2 0.1
C 2.859 -2.315 2.265 0.4 0.2 -0.2
H 3.212 -3.067 2.990 -0.2 0.2 -0.2
H 3.352 -1.366 2.509 0.0 -0.2 0.0
H 3.201 -2.634 1.275 -0.1 0.0 0.2
C 0.774 -4.132 0.744 0.1 -0.3 -0.6
H 0.861 -5.010 1.411 0.0 0.4 -0.2
H 1.739 -4.011 0.236 -0.3 -0.2 0.1
H 0.002 -4.380 0.007 0.3 -0.1 0.2
C -1.536 0.154 -4.324 -0.7 -0.7 -0.3
C -1.703 -1.178 -4.414 -0.7 1.0 -0.5
C -0.951 -2.073 -5.357 0.2 -0.3 -0.1
C 0.532 -1.700 -5.607 -0.2 -0.3 -0.4
C 1.297 -1.196 -4.424 0.5 0.4 0.0
C 1.475 0.103 -4.117 0.5 -1.0 -0.7
C 0.768 1.240 -4.780 -0.2 0.5 -0.3
C -0.690 0.976 -5.238 0.4 0.5 -0.2
H -1.446 -2.089 -6.344 0.0 0.0 0.4
H 0.591 -0.975 -6.431 0.1 -0.3 0.3
H -1.009 -3.107 -4.983 0.0 0.2 -0.1
H -0.685 0.537 -6.246 -0.1 0.2 0.4
H -2.199 0.754 -3.698 0.1 -0.3 -0.1
H -2.578 -1.646 -3.940 0.4 0.3 0.1
H -1.178 1.964 -5.316 0.2 -0.4 -0.2
H 0.770 2.096 -4.086 0.0 -0.2 -0.2
H 2.256 0.418 -3.415 -0.4 -0.4 0.0
H 1.327 1.576 -5.671 0.0 0.0 0.3
H 1.031 -2.626 -5.948 -0.2 0.5 0.0
H 1.798 -2.002 -3.870 0.0 0.5 -0.2
P -1.391 -0.958 -0.700 0.5 0.2 -0.6
C -2.825 0.048 -1.098 -0.6 0.1 0.2
C -1.485 -2.563 -1.536 -0.2 -0.4 -0.1
P 1.598 -0.383 -0.484 -0.5 0.4 -0.7
C 0.066 -0.161 -1.539 -0.1 -0.2 0.5
C 2.574 -1.637 -1.341 0.4 -0.3 0.2
C 2.582 1.131 -0.595 0.2 0.4 0.3
H -2.784 0.984 -0.523 0.0 -0.3 -0.2
H -3.721 -0.512 -0.800 0.1 0.2 -0.1
H -2.881 0.281 -2.165 0.0 -0.2 0.4
H -1.319 -2.457 -2.615 -0.1 0.1 0.4
H -2.481 -2.988 -1.363 0.2 0.0 -0.1
H -0.732 -3.259 -1.152 -0.2 0.4 0.0
H 2.719 1.464 -1.633 0.0 -0.2 0.3
H 3.566 0.926 -0.145 -0.2 0.1 -0.2
H 2.107 1.934 -0.017 0.1 -0.2 -0.2
H -0.121 0.899 -1.772 0.0 -0.3 0.3
H 0.150 -0.705 -2.483 0.2 0.2 0.2
H 3.562 -1.703 -0.867 -0.2 0.0 -0.1
H 2.710 -1.357 -2.390 0.0 0.0 0.4
H 2.093 -2.620 -1.290 0.1 0.2 -0.1
C -0.897 4.102 -0.237 0.0 0.0 -0.3
C -1.425 4.128 1.181 -0.1 0.1 0.2
C -0.503 3.466 2.230 -0.5 -0.3 -0.1
C 1.006 3.872 2.128 0.3 -0.6 -0.2
C 1.418 5.187 2.776 0.0 0.0 0.3
C -1.080 3.825 3.599 -0.4 1.3 0.9
O -1.583 4.899 3.887 0.8 -1.2 -0.8
N -0.952 2.855 4.574 0.1 -0.4 -0.2
C -0.730 1.502 4.375 -0.1 0.4 2.1
O -0.734 0.782 5.372 0.0 0.8 -1.6
N -0.547 1.088 3.069 0.2 -0.8 -1.2
C -0.513 1.954 2.075 0.0 -0.1 -0.1
O -0.417 1.405 0.902 0.2 -0.3 0.2
H -0.082 4.825 -0.354 -0.2 -0.2 -0.1
H -1.701 4.375 -0.929 0.2 0.0 0.1
H -0.546 3.097 -0.493 0.0 0.3 -0.2
H -1.596 5.165 1.489 0.0 -0.2 0.1
H -2.403 3.629 1.256 0.1 0.1 -0.1
H 1.598 3.051 2.572 -0.1 0.3 -0.1
H 1.261 3.874 1.059 -0.2 0.0 0.3
H 1.672 5.027 3.833 -0.2 0.2 -0.2
H 2.322 5.559 2.289 -0.1 0.0 0.0
H 0.636 5.944 2.712 0.1 0.0 0.0
H -1.182 3.106 5.532 -0.1 0.0 -0.2
```
Positions in Å, forces in eV/Å.

Its energy above the lowest of the compared OMol25 structures with the same formula, charge and spin is 0.0 kJ/mol. The molar mass is 610.6 g mol⁻¹. As for the gap between HOMO and LUMO (alpha / beta): 6.805 / 6.806 eV. The LUMO energy (alpha / beta) comes out at -0.2711 / -0.2710 hartree. Its net charge is +2.

These are the Löwdin partial charges, in e, on atoms 1 to 4:
1 Ti 0.90
2 C -0.29
3 C -0.27
4 C -0.22

The following is a DFT calculation (the ωB97M-V functional and the def2-TZVPD basis) of C30H24AuCl4NOSi as an isolated structure.

```
62
Properties=species:S:1:pos:R:3:forces:R:3
Au -0.284 -0.030 -0.336 0.0 -0.7 -0.3
Cl 6.002 -4.075 -0.231 -0.1 0.1 0.0
C 4.469 -3.296 0.071 0.1 0.0 0.0
C 4.436 -1.988 0.510 0.1 0.3 0.1
C 3.217 -1.390 0.772 0.1 0.0 0.0
Cl 3.180 0.252 1.339 0.0 0.0 0.0
C 1.984 -2.053 0.619 -0.5 0.4 0.3
O 0.838 -1.498 0.953 0.6 -0.4 -0.6
C 2.087 -3.365 0.118 0.0 0.0 0.1
Cl 0.611 -4.243 -0.180 0.0 0.0 0.0
C 3.297 -3.991 -0.130 -0.2 -0.2 -0.1
H 5.354 -1.435 0.654 0.0 0.0 0.0
H 3.323 -5.015 -0.479 -0.1 0.0 0.0
Cl 1.082 1.267 -1.667 -0.3 0.2 0.6
C -5.171 -4.159 0.170 0.0 0.1 0.0
C -3.953 -3.291 0.018 0.0 -0.1 0.0
C -3.127 -2.997 1.096 0.0 0.0 -0.1
C -2.007 -2.211 0.906 0.1 -0.2 -0.1
N -1.691 -1.706 -0.295 -0.4 0.9 0.8
C -2.482 -1.975 -1.341 0.2 0.0 -0.1
C -3.601 -2.768 -1.224 0.0 -0.1 0.0
H -5.243 -4.570 1.175 0.0 0.0 0.0
H -5.139 -4.985 -0.542 0.0 0.0 0.0
H -6.077 -3.584 -0.036 0.0 0.0 0.0
H -3.347 -3.380 2.084 0.0 0.0 0.0
H -1.310 -1.999 1.705 0.0 0.0 -0.1
H -2.184 -1.557 -2.295 -0.1 0.1 0.1
H -4.205 -2.966 -2.101 0.1 0.0 0.0
C -4.223 1.012 3.986 0.0 0.0 -0.1
C -4.772 1.793 2.974 0.0 0.0 0.1
C -4.094 1.957 1.775 0.0 0.0 0.0
C -2.864 1.328 1.567 0.4 -0.5 0.3
C -2.319 0.550 2.596 -0.1 0.1 0.0
C -2.993 0.397 3.801 0.0 0.0 0.0
Si -2.031 1.560 -0.076 -0.2 0.3 -1.1
C -3.192 1.107 -1.466 -0.1 -0.1 0.0
C -4.450 0.542 -1.240 0.0 0.1 -0.1
C -5.283 0.215 -2.305 0.0 0.0 0.0
C -4.860 0.428 -3.610 0.0 0.0 0.0
C -3.598 0.962 -3.853 0.0 0.0 0.0
C -2.770 1.295 -2.790 0.0 0.0 0.0
C -1.516 3.329 -0.286 0.3 0.0 0.0
C -2.204 4.165 -1.170 0.1 0.0 0.1
C -1.870 5.510 -1.271 0.0 0.0 0.0
C -0.854 6.036 -0.485 -0.1 0.0 0.0
C -0.154 5.213 0.390 0.0 0.0 0.0
C -0.476 3.869 0.481 -0.1 0.0 0.0
H -4.752 0.892 4.923 0.0 0.0 0.0
H -5.730 2.275 3.121 0.0 0.0 0.0
H -4.524 2.584 0.998 0.0 0.0 0.0
H -1.354 0.069 2.457 0.0 0.1 0.1
H -2.558 -0.201 4.593 0.0 0.0 0.0
H -4.785 0.358 -0.224 0.0 0.0 0.0
H -6.262 -0.210 -2.115 0.0 0.0 0.0
H -5.515 0.188 -4.440 0.0 0.0 0.0
H -3.260 1.116 -4.871 0.0 0.0 0.0
H -1.779 1.698 -2.985 -0.1 0.0 0.0
H -3.006 3.768 -1.781 0.0 0.0 0.0
H -2.401 6.146 -1.969 0.0 0.0 0.0
H -0.608 7.088 -0.550 0.0 0.0 0.0
H 0.646 5.621 0.995 0.0 0.0 0.0
H 0.095 3.228 1.146 0.0 0.0 0.0
```
Positions in Å, forces in eV/Å.

Its energy above the lowest of the compared OMol25 structures with the same formula, charge and spin is 44.8 kJ/mol. The molar mass is 781.4 g mol⁻¹. As for the gap between HOMO and LUMO: 5.580 eV. The LUMO energy comes out at -0.0617 hartree.

These are the natural (NBO) partial charges, in e, on atoms 1 to 4:
1 Au 0.97
2 Cl -0.02
3 C -0.05
4 C -0.24

- energy above the lowest of the compared OMol25 structures with the same formula, charge and spin of number 4 (C31H52N2O3P2Ti)?
  0.0 kJ/mol

- energy above the lowest of the compared OMol25 structures with the same formula, charge and spin of number 3 (C4H5NO)?
  452.8 kJ/mol